[1]
19
Properties=species:S:1:pos:R:3 method="wB97M-V/def2-TZVPD" homo_lumo_gap_ev="6.8 / 8.5" e_tot_ev=-86039.2111 multiplicity=3 homo_energy_ev="-6.173 / -10.470" e_lumo_ha="0.0245 / -0.0732"
Br 1.371 -2.173 2.247
O -2.259 0.436 -0.013
O -1.091 2.187 -0.808
O 1.422 1.779 -0.481
O 0.601 0.275 1.699
O -0.924 -1.634 0.735
N -1.180 0.848 -0.489
C -0.360 -1.373 -0.485
C -0.222 0.049 -0.804
C 1.052 0.738 -1.311
C 0.163 -0.719 2.161
H -0.738 -0.723 2.834
H 0.584 -2.097 -0.558
H 0.992 1.173 -2.252
H -0.109 2.517 -0.785
H -1.672 -1.060 0.674
H 1.871 0.053 -1.318
H -0.827 -1.720 -1.397
H 1.325 1.447 0.351

---

[2]
16
Properties=species:S:1:pos:R:3 method="wB97M-V/def2-TZVPD" homo_lumo_gap_ev=6.9 e_tot_ev=-89252.4983 charge=-1 homo_energy_ev=-3.661 e_lumo_ha=0.1187
Br -1.872 -0.732 -2.951
S -0.915 -0.455 1.086
O -1.358 -0.185 2.435
O -1.528 -1.540 0.392
C 0.471 0.936 -0.733
C -0.864 0.988 0.012
C 1.144 -0.402 -0.459
C 0.844 -0.736 0.995
H 0.284 1.061 -1.800
H -0.854 1.857 0.673
H 2.215 -0.434 -0.661
H 0.688 -1.195 -1.058
H 1.147 1.728 -0.400
H 1.307 -0.083 1.745
H 1.048 -1.752 1.332
H -1.757 0.944 -0.609

---

[3]
18
Properties=species:S:1:pos:R:3 method="wB97M-V/def2-TZVPD" homo_lumo_gap_ev=7.8 e_tot_ev=-45743.5639 charge=-1 homo_energy_ev=-4.376 e_lumo_ha=0.1246
Cl 1.303 -0.471 -2.294
Cl 1.244 0.441 2.411
S -1.428 -0.010 -1.331
O -1.440 1.413 -1.739
O -2.663 -0.466 -0.678
N -0.084 0.009 0.055
C 0.530 -2.440 -0.542
C 0.967 -0.973 -0.608
C -0.618 2.010 1.213
C 0.473 0.992 0.771
H -0.928 2.635 0.289
H -0.220 2.766 1.888
H -1.554 1.603 1.541
H -0.605 -2.339 -0.501
H 1.268 1.555 0.400
H 1.836 -0.712 0.054
H 0.868 -2.936 0.359
H 1.050 -3.079 -1.286